No. 1
Entry from the Open Molecules 2025 dataset: an isolated molecule of C10H9F3N2 in a non-equilibrium geometry (wB97M-V/def2-TZVPD).

```
24
Properties=species:S:1:pos:R:3:nbo_charge:R:1
H 1.136 2.630 0.003 0.230
C 2.863 0.037 0.428 0.182
C 0.031 -0.950 1.160 -0.334
H -0.653 1.571 -1.509 0.255
C -1.841 1.794 0.248 0.931
H -1.069 -1.039 -1.836 0.251
H 4.142 2.739 -0.127 0.222
N 1.649 0.696 0.399 -0.419
F -2.725 2.476 -0.497 -0.322
C 0.420 0.088 0.424 0.296
C -1.778 -0.436 -1.169 -0.490
H -2.965 -1.811 -0.181 0.201
F -0.996 2.755 0.753 -0.339
C 3.361 2.048 0.043 -0.093
N 3.891 0.822 0.209 -0.438
H 0.583 -1.390 1.922 0.228
H -2.709 -0.185 -1.813 0.230
C -1.139 0.851 -0.670 -0.236
C 1.980 1.998 0.109 -0.094
H 2.803 -1.047 0.657 0.196
F -2.424 1.210 1.303 -0.310
C -1.185 -1.607 0.928 -0.205
H -1.569 -2.434 1.689 0.217
C -2.094 -1.376 -0.023 -0.161
```

Energy above the lowest of the compared OMol25 structures with the same formula, charge and spin   99.4 kJ/mol
Highest occupied orbital energy   -0.3142 Eh
HOMO-LUMO gap   8.68 eV
LUMO energy   0.0047 hartree



No. 2
Entry from the Open Molecules 2025 dataset: an isolated molecule of C10H9N in a non-equilibrium geometry (wB97M-V/def2-TZVPD).

```
20
Properties=species:S:1:pos:R:3:nbo_charge:R:1
C 1.210 -2.974 -1.071 -0.637
C -1.621 -0.772 -0.511 0.077
H 0.970 3.455 1.370 0.197
H -1.632 3.172 1.818 0.235
C 0.638 0.430 0.115 -0.061
C 1.196 -0.740 -0.485 -0.170
C 0.427 -1.783 -0.877 0.124
C 1.332 1.518 0.568 -0.218
N -0.877 -1.838 -0.862 -0.427
H 2.053 -3.031 -1.801 0.230
H -2.753 -0.952 -0.497 0.220
C 0.530 2.651 0.925 -0.149
C -0.925 2.548 1.242 -0.246
H 1.599 -3.312 0.008 0.218
H -2.511 1.155 0.958 0.198
C -0.807 0.309 0.199 -0.086
H 2.386 -0.906 -0.561 0.205
H 2.395 1.631 0.437 0.227
H 0.500 -3.752 -1.455 0.230
C -1.457 1.381 0.856 -0.165
```

Energy above the lowest of the compared OMol25 structures with the same formula, charge and spin   236.0 kJ/mol
Highest occupied orbital energy   -0.3080 Eh
HOMO-LUMO gap   8.41 eV
LUMO energy   0.0010 hartree
Structure (SMILES)   Cc1cc2ccccc2cn1